The following is a DFT calculation (the ωB97M-V functional and the def2-TZVPD basis) of a 10-piece molecular cluster, C32H65O14P overall.

Values from the calculation:
LUMO level = 0.57 eV
SMILES string = C[C@@H](O)C[C@@H](OC(=O)O)[PH2]=O.CC(C)=O.CC(C)=O.CC(C)=O.CC(C)=O.CC(C)=O.CC(C)=O.CC(C)=O.CC(C)=O.CC(C)=O
Highest occupied orbital energy = -9.0 eV
E_tot = -72191.392 eV
Total charge = 0

Element x y z (Å)
C  -0.05  -5.13  -1.56
C  -1.06  -5.20  -2.71
O  -2.41  -5.24  -2.22
C  -0.97  -4.03  -3.68
C  -1.08  -2.65  -3.03
O  -0.29  -1.70  -3.82
C  0.52  -0.93  -3.06
O  1.62  -1.24  -2.72
O  -0.08  0.23  -2.66
P  -2.80  -2.01  -2.96
O  -3.44  -1.77  -4.27
H  -0.54  -4.65  -0.71
H  0.30  -6.12  -1.27
H  0.81  -4.50  -1.82
H  -0.86  -6.12  -3.28
H  -2.44  -5.91  -1.53
H  -0.03  -4.07  -4.22
H  -1.76  -4.14  -4.43
H  -0.68  -2.66  -2.01
H  -0.03  0.90  -3.35
H  -3.43  -2.95  -2.14
H  -2.66  -0.86  -2.15
C  -1.87  2.64  1.91
C  -1.28  1.30  1.59
C  -0.13  1.28  0.61
O  -1.69  0.28  2.10
H  -2.68  2.53  2.63
H  -1.10  3.29  2.33
H  -2.27  3.10  1.00
H  0.69  1.89  0.99
H  -0.46  1.69  -0.35
H  0.21  0.26  0.47
C  3.63  3.23  -3.49
C  2.47  2.90  -2.58
C  2.62  1.68  -1.71
O  1.46  3.57  -2.57
H  3.39  4.12  -4.07
H  4.53  3.40  -2.91
H  3.82  2.39  -4.17
H  3.48  1.80  -1.05
H  2.76  0.80  -2.33
H  1.72  1.54  -1.11
C  0.37  1.92  5.94
C  0.83  2.83  4.84
C  2.26  2.68  4.38
O  0.09  3.64  4.33
H  -0.67  2.13  6.17
H  0.47  0.88  5.64
H  0.98  2.08  6.84
H  2.43  1.66  4.02
H  2.94  2.87  5.22
H  2.47  3.39  3.58
C  2.46  -8.33  1.34
C  3.13  -7.42  0.34
C  4.55  -7.76  -0.03
O  2.55  -6.47  -0.13
H  1.45  -7.99  1.53
H  2.43  -9.35  0.96
H  3.03  -8.34  2.28
H  4.59  -8.76  -0.46
H  5.18  -7.73  0.86
H  4.91  -7.03  -0.75
C  -4.12  6.64  -0.22
C  -4.27  5.22  0.25
C  -5.06  5.01  1.52
O  -3.78  4.29  -0.36
H  -3.53  6.66  -1.13
H  -5.09  7.09  -0.40
H  -3.62  7.24  0.55
H  -6.07  5.39  1.39
H  -4.59  5.54  2.34
H  -5.10  3.94  1.75
C  -3.59  -9.75  -1.99
C  -2.98  -8.71  -2.90
C  -3.93  -7.91  -3.75
O  -1.78  -8.53  -2.94
H  -2.81  -10.26  -1.43
H  -4.28  -9.28  -1.29
H  -4.14  -10.49  -2.58
H  -4.63  -7.37  -3.12
H  -4.50  -8.58  -4.41
H  -3.37  -7.20  -4.36
C  -4.97  11.94  0.74
C  -4.41  10.58  0.38
C  -3.28  10.56  -0.61
O  -4.84  9.56  0.88
H  -5.77  11.82  1.47
H  -4.18  12.56  1.16
H  -5.36  12.43  -0.15
H  -2.44  11.14  -0.22
H  -3.61  11.00  -1.56
H  -2.96  9.54  -0.79
C  -0.48  10.45  2.63
C  -0.03  11.40  1.55
C  1.42  11.33  1.13
O  -0.80  12.19  1.04
H  -1.53  10.60  2.84
H  -0.32  9.42  2.31
H  0.10  10.63  3.54
H  1.65  10.33  0.76
H  2.06  11.54  1.99
H  1.61  12.06  0.35
C  8.39  -10.17  1.21
C  7.08  -10.37  1.94
C  6.89  -11.69  2.64
O  6.24  -9.51  1.97
H  8.40  -9.19  0.75
H  9.22  -10.26  1.90
H  8.49  -10.94  0.43
H  7.67  -11.84  3.39
H  6.94  -12.51  1.92
H  5.92  -11.71  3.13

Löwdin atomic charge list, values in e, 99 entries:
1 C -0.0332
2 C -0.4197
3 O -0.0702
4 C -0.1241
5 C -0.3834
6 O -0.0098
7 C -0.5859
8 O 0.1645
9 O 0.0943
10 P 0.7500
11 O -0.4193
12 H 0.0885
13 H 0.0646
14 H 0.0868
15 H 0.1249
16 H 0.0898
17 H 0.1364
18 H 0.1231
19 H 0.1280
20 H 0.1379
21 H 0.0187
22 H 0.0195
23 C -0.0170
24 C -0.4945
25 C -0.0312
26 O 0.0568
27 H 0.0859
28 H 0.0645
29 H 0.0650
30 H 0.0822
31 H 0.0811
32 H 0.0839
33 C -0.0240
34 C -0.5006
35 C -0.0198
36 O 0.0653
37 H 0.0799
38 H 0.0834
39 H 0.0848
40 H 0.0940
41 H 0.0706
42 H 0.0426
43 C -0.0194
44 C -0.4988
45 C -0.0236
46 O 0.0557
47 H 0.0831
48 H 0.0880
49 H 0.0839
50 H 0.0856
51 H 0.0833
52 H 0.0801
53 C -0.0197
54 C -0.4933
55 C -0.0284
56 O 0.0599
57 H 0.0782
58 H 0.0842
59 H 0.0846
60 H 0.0862
61 H 0.0615
62 H 0.0821
63 C -0.0326
64 C -0.4992
65 C -0.0204
66 O 0.0524
67 H 0.0828
68 H 0.0844
69 H 0.0740
70 H 0.0850
71 H 0.0875
72 H 0.0773
73 C -0.0238
74 C -0.5057
75 C -0.0230
76 O 0.0633
77 H 0.0802
78 H 0.0847
79 H 0.0845
80 H 0.0878
81 H 0.0857
82 H 0.0803
83 C -0.0191
84 C -0.4953
85 C -0.0103
86 O 0.0543
87 H 0.0805
88 H 0.0846
89 H 0.0852
90 H 0.0576
91 H 0.0900
92 H 0.0734
93 C -0.0173
94 C -0.5000
95 C -0.0216
96 O 0.0501
97 H 0.0802
98 H 0.0885
99 H 0.0860

***

The following is a DFT calculation (the ωB97M-V functional and the def2-TZVPD basis) of C19H51N7NbO4P2 as an isolated structure.

Values from the calculation:
LUMO level = 1.22 eV
Highest occupied orbital energy = -4.6 eV
E_tot = -59267.825 eV
Total charge = -1

Element x y z (Å)
C  3.65  -3.30  4.84
C  3.17  -4.04  3.99
C  2.31  -4.60  2.80
C  0.82  -5.03  3.26
C  -0.26  -4.36  2.30
Nb  -1.52  -2.71  3.25
N  -1.97  -3.86  5.00
C  0.26  -1.71  4.28
C  0.83  -0.62  3.31
O  0.39  0.53  3.28
O  1.89  -0.97  2.41
H  4.44  -2.78  5.44
H  2.85  -5.54  2.44
H  2.22  -3.86  1.96
H  0.66  -4.84  4.36
H  0.76  -6.15  3.06
H  -0.99  -5.18  1.99
H  0.18  -3.96  1.34
H  -2.58  -1.36  3.88
H  -2.99  -3.38  2.41
H  -1.16  -1.68  1.78
H  -2.64  -3.29  5.54
H  -2.48  -4.69  4.65
H  -0.15  -1.13  5.17
H  1.04  -2.41  4.67
H  1.45  -1.04  1.54
O  0.98  -2.74  -3.07
P  1.67  -1.48  -3.60
N  3.07  -2.33  -4.13
C  4.43  -1.84  -4.20
C  2.88  -3.41  -5.09
N  2.01  -0.87  -2.02
C  3.08  -1.46  -1.22
C  0.82  -0.73  -1.18
N  2.33  0.02  -4.27
C  2.13  0.14  -5.72
C  1.99  1.30  -3.65
H  4.74  -1.63  -5.23
H  5.11  -2.59  -3.78
H  4.59  -0.92  -3.63
H  2.88  -3.03  -6.12
H  1.94  -3.93  -4.94
H  3.68  -4.16  -5.00
H  2.98  -2.55  -1.14
H  3.08  -1.05  -0.20
H  4.06  -1.22  -1.62
H  0.49  -1.68  -0.76
H  -0.01  -0.31  -1.76
H  1.00  -0.03  -0.36
H  2.90  0.80  -6.14
H  1.15  0.55  -5.96
H  2.23  -0.82  -6.23
H  2.49  1.43  -2.69
H  0.91  1.41  -3.51
H  2.34  2.14  -4.27
O  -3.44  2.06  1.66
P  -3.20  3.49  1.17
N  -3.98  3.24  -0.34
C  -3.68  3.86  -1.61
C  -5.37  2.80  -0.32
N  -1.50  3.23  0.92
C  -1.04  2.46  -0.22
C  -0.80  2.75  2.12
N  -2.94  5.19  0.75
C  -4.13  6.03  0.97
C  -1.78  5.91  1.28
H  -4.43  4.62  -1.88
H  -3.65  3.10  -2.40
H  -2.71  4.37  -1.63
H  -6.05  3.66  -0.26
H  -5.58  2.15  0.53
H  -5.61  2.23  -1.22
H  -1.54  1.49  -0.29
H  0.04  2.28  -0.17
H  -1.19  3.00  -1.16
H  -0.95  1.69  2.30
H  -1.15  3.29  3.01
H  0.28  2.94  2.04
H  -4.09  6.90  0.31
H  -4.21  6.36  2.01
H  -5.05  5.49  0.73
H  -0.86  5.58  0.80
H  -1.69  5.79  2.36
H  -1.85  6.98  1.06

The computed Löwdin charges, all in e, follow:
1 C 0.0421
2 C -0.1394
3 C -0.1967
4 C -0.2992
5 C -0.4263
6 Nb 1.2731
7 N -0.2890
8 C -0.2865
9 C -0.5670
10 O -0.0192
11 O -0.0286
12 H 0.0360
13 H 0.0981
14 H 0.0879
15 H 0.0730
16 H 0.0878
17 H 0.0206
18 H 0.0127
19 H -0.1513
20 H -0.1655
21 H -0.1314
22 H -0.0575
23 H -0.0494
24 H 0.0531
25 H 0.0231
26 H 0.0502
27 O -0.3016
28 P 0.7408
29 N -0.3224
30 C -0.1485
31 C -0.1439
32 N -0.3479
33 C -0.1127
34 C -0.1451
35 N -0.2928
36 C -0.1420
37 C -0.1263
38 H 0.0752
39 H 0.0855
40 H 0.0636
41 H 0.0637
42 H 0.0683
43 H 0.0798
44 H 0.0894
45 H 0.0765
46 H 0.0568
47 H 0.0763
48 H 0.0728
49 H 0.0712
50 H 0.0845
51 H 0.0817
52 H 0.0628
53 H 0.0801
54 H 0.0823
55 H 0.0793
56 O -0.2861
57 P 0.7398
58 N -0.3218
59 C -0.1533
60 C -0.1435
61 N -0.3495
62 C -0.1304
63 C -0.1465
64 N -0.2984
65 C -0.1459
66 C -0.1336
67 H 0.0736
68 H 0.0835
69 H 0.0612
70 H 0.0623
71 H 0.0704
72 H 0.0796
73 H 0.0892
74 H 0.0724
75 H 0.0517
76 H 0.0536
77 H 0.0742
78 H 0.0800
79 H 0.0823
80 H 0.0799
81 H 0.0623
82 H 0.0773
83 H 0.0816
84 H 0.0761

***

The following is a DFT calculation (the ωB97M-V functional and the def2-TZVPD basis) of a 2-piece molecular cluster, C6H6Cl4 overall.

Values from the calculation:
LUMO level = 0.27 eV
Highest occupied orbital energy = -9.6 eV
E_tot = -56404.694 eV
Total charge = 0
Relative energy (zero: lowest compared OMol25 entry of this formula, charge and spin) = 51.3 kcal/mol

Element x y z (Å)
C  -0.70  1.51  -2.02
C  0.58  0.35  0.90
C  0.11  -0.43  -0.07
C  0.29  0.62  -1.88
C  0.57  0.27  2.36
C  -0.50  -1.77  -0.19
Cl  1.82  0.51  -2.57
Cl  0.53  -2.87  -0.91
Cl  -1.92  -1.62  -1.30
Cl  -1.16  -2.37  1.42
H  -0.78  2.24  -2.79
H  -1.65  1.51  -1.56
H  0.97  1.20  0.33
H  0.20  -0.70  2.62
H  0.00  1.16  2.86
H  1.63  0.40  2.80

The computed Löwdin charges, all in e, follow:
1 C -0.0635
2 C -0.1822
3 C -0.2775
4 C -0.6854
5 C -0.1138
6 C -1.5889
7 Cl 0.6720
8 Cl 0.6879
9 Cl 0.5672
10 Cl 0.5655
11 H 0.0510
12 H 0.0445
13 H 0.1007
14 H -0.0072
15 H 0.1204
16 H 0.1091

***

The following is a DFT calculation (the ωB97M-V functional and the def2-TZVPD basis) of C6H13N2S as an isolated structure.

Values from the calculation:
2S+1 = 3
LUMO level (alpha / beta) = -3.16 / -6.05 eV
Highest occupied orbital energy (alpha / beta) = -8.3 / -13.2 eV
E_tot = -20231.415 eV
Total charge = +1
Relative energy (zero: lowest compared OMol25 entry of this formula, charge and spin) = 142.0 kcal/mol

Element x y z (Å)
C  1.55  -2.69  -2.09
C  2.54  -2.05  -1.98
C  -1.12  1.05  -0.88
C  -1.03  -0.44  -1.18
C  -0.70  0.53  0.49
C  0.43  1.28  1.27
N  0.02  1.97  2.40
N  -0.37  -0.88  0.08
S  1.77  -0.13  1.64
H  0.85  -3.41  -2.11
H  3.40  -1.68  -1.63
H  -0.59  1.81  -1.54
H  -2.23  1.41  -0.75
H  -2.05  -0.81  -1.33
H  -0.49  -0.77  -2.06
H  -1.52  0.48  1.20
H  1.13  1.84  0.69
H  -0.67  1.57  3.09
H  0.68  2.48  2.89
H  -0.89  -1.61  0.58
H  0.72  -1.09  0.39
H  1.14  -0.72  2.73

The computed Löwdin charges, all in e, follow:
1 C 0.0132
2 C 0.0385
3 C -0.0669
4 C -0.1365
5 C -0.2990
6 C -0.5170
7 N 0.0402
8 N 0.0207
9 S 0.7586
10 H 0.0007
11 H -0.0007
12 H 0.1486
13 H 0.1596
14 H 0.1428
15 H 0.1084
16 H 0.1510
17 H 0.0924
18 H 0.1359
19 H 0.0715
20 H 0.1796
21 H 0.0439
22 H -0.0855

***

The following is a DFT calculation (the ωB97M-V functional and the def2-TZVPD basis) of a single C3H6N2O2 molecule.

Values from the calculation:
LUMO level = 0.64 eV
SMILES string = [H]/N=C/O/C=C(\[NH3+])[O-]
Highest occupied orbital energy = -7.5 eV
E_tot = -10280.984 eV
Total charge = 0
Relative energy (zero: lowest compared OMol25 entry of this formula, charge and spin) = 88.0 kcal/mol

Element x y z (Å)
H  1.53  0.32  -2.15
N  0.98  0.17  -1.31
C  1.67  0.39  -0.27
O  1.22  0.25  0.98
C  0.17  -0.67  1.28
C  -0.91  -0.89  0.45
N  -1.40  0.58  0.00
O  -1.67  -1.80  0.19
H  2.70  0.76  -0.26
H  0.49  -1.44  1.96
H  -2.42  0.59  -0.12
H  -0.89  0.90  -0.83
H  -1.09  1.00  0.88

The computed Löwdin charges, all in e, follow:
1 H 0.0606
2 N 0.0944
3 C -0.3034
4 O -0.0687
5 C -0.1235
6 C -0.4929
7 N 0.1946
8 O 0.0300
9 H 0.1349
10 H 0.0997
11 H 0.1450
12 H 0.1000
13 H 0.1294

***

The following is a DFT calculation (the ωB97M-V functional and the def2-TZVPD basis) of an isolated ion of composition C2H5N4O and charge +1.

Values from the calculation:
LUMO level = -5.85 eV
SMILES string = [NH2+]=C=CNNN=O
Highest occupied orbital energy = -14.0 eV
E_tot = -10149.106 eV
Total charge = +1
Relative energy (zero: lowest compared OMol25 entry of this formula, charge and spin) = 164.4 kcal/mol

Element x y z (Å)
N  -0.55  0.76  1.53
C  -0.01  0.34  0.46
C  -0.16  0.39  -0.85
N  1.05  0.55  -1.63
N  2.21  -0.12  -1.08
N  2.43  -0.09  0.30
O  3.36  -0.60  0.87
H  -0.35  0.46  2.53
H  -0.95  1.64  1.39
H  -0.80  -0.13  -1.49
H  1.30  1.59  -1.38
H  2.80  -0.66  -1.73

The computed Löwdin charges, all in e, follow:
1 N 0.2385
2 C 0.0155
3 C -0.0183
4 N 0.0018
5 N -0.0219
6 N -0.0932
7 O 0.0636
8 H 0.2050
9 H 0.1315
10 H 0.1243
11 H 0.1761
12 H 0.1770